The following is a quantum chemistry calculation of a structure of composition C52H51Cl3N9OPRuSi at a distorted geometry, from OMol25.

Computed properties:
E = -4686.4222 Eh
net charge = +1
highest occupied orbital energy (spin up / spin down) = -9.73 / -10.43 eV
spin multiplicity = 6

```
119
Properties=species:S:1:pos:R:3:forces:R:3:lowdin_charge:R:1
Ru -0.5376 -0.4711 -0.4014 0.83 0.41 0.24 1.12
C -1.0056 2.7876 6.1261 0.07 0.05 -0.07 -0.03
C -0.0319 3.6374 5.3545 -0.08 0.00 0.01 -0.20
C 0.6058 4.7144 5.9527 0.04 0.00 -0.06 -0.04
C 1.5150 5.4990 5.2571 0.01 0.02 0.02 -0.08
C 1.8144 5.1880 3.9427 0.01 0.04 0.04 -0.08
C 1.2009 4.1093 3.3234 0.07 -0.08 -0.02 -0.04
C 0.2669 3.3431 4.0161 0.13 0.18 -0.04 -0.18
N -0.3625 2.2113 3.4597 -0.09 -0.07 0.19 0.15
C -0.4087 1.7715 2.1608 -0.17 -0.24 -0.02 -0.35
N -0.4766 2.7748 1.2585 -0.06 0.07 -0.06 0.14
C -0.3994 2.8042 -0.1422 0.25 0.01 -0.21 -0.26
C -0.2534 1.6699 -0.9287 -0.40 -0.32 -0.04 -0.21
C -0.0825 1.8446 -2.3004 0.26 0.07 0.00 -0.16
C -0.1318 3.0982 -2.8877 0.13 -0.04 -0.12 -0.09
C -0.3472 4.2142 -2.0929 -0.02 -0.07 0.01 -0.05
C -0.4674 4.0904 -0.7187 0.06 0.04 0.05 -0.21
C -0.6720 5.3169 0.1341 0.01 -0.03 -0.08 -0.03
N -0.4800 0.4937 1.8859 0.09 0.17 -0.15 0.07
C -0.3288 -0.3471 3.0392 -0.03 0.05 0.26 -0.28
C 0.9428 -0.4978 3.5991 -0.06 -0.15 -0.06 -0.06
C 1.1414 -1.2844 4.7170 0.11 0.06 -0.08 -0.08
C 0.0541 -1.9103 5.3129 -0.08 -0.06 0.09 -0.07
C -1.2172 -1.6898 4.8174 0.04 -0.01 0.04 -0.04
C -1.4393 -0.8819 3.7011 0.09 0.11 -0.18 -0.24
C -2.8441 -0.5145 3.3200 0.06 -0.08 0.07 -0.08
H -1.1543 3.1947 7.1234 -0.01 -0.02 0.01 0.08
H -0.6351 1.7627 6.2411 -0.05 -0.01 0.02 0.09
H -1.9762 2.7447 5.6265 0.00 -0.04 0.01 0.09
H 0.3891 4.9393 6.9897 -0.03 0.00 -0.01 0.12
H 1.9938 6.3368 5.7453 0.00 0.00 0.00 0.11
H 2.5435 5.7740 3.3985 -0.01 0.00 -0.02 0.11
H 1.4860 3.8443 2.3133 0.01 0.00 0.03 0.10
H -0.6029 1.5044 4.1362 0.03 -0.07 -0.02 0.11
H -0.5508 3.6829 1.6866 -0.07 -0.01 0.02 0.10
H 0.0991 0.9839 -2.9350 -0.12 0.04 0.00 0.06
H -0.0211 3.2069 -3.9600 0.03 -0.01 0.02 0.11
H -0.4146 5.1942 -2.5485 0.00 0.03 0.04 0.11
H -0.7423 6.2032 -0.4926 -0.01 0.00 0.00 0.09
H 0.1596 5.4767 0.8265 -0.05 0.02 0.04 0.08
H -1.5974 5.2549 0.7141 0.02 0.02 0.05 0.09
H 1.7664 0.0441 3.1543 0.07 0.00 -0.03 0.11
H 2.1374 -1.3997 5.1251 -0.01 -0.01 0.01 0.11
H 0.1951 -2.5321 6.1875 0.00 -0.01 -0.02 0.11
H -2.0746 -2.1184 5.3231 0.00 -0.03 -0.02 0.12
H -3.4694 -1.4017 3.2375 -0.02 0.02 0.01 0.04
H -2.8825 0.0241 2.3766 -0.02 0.02 0.06 0.02
H -3.2810 0.1192 4.0964 0.00 0.03 -0.02 0.09
C -3.2608 1.7849 -0.0849 -0.09 -0.06 -0.26 -0.10
C -3.4154 1.8939 -1.6005 -0.01 -0.11 0.17 -0.36
C -4.7464 2.6033 -1.8710 0.08 -0.01 -0.12 -0.05
C -3.4299 0.5267 -2.2984 -0.12 0.18 0.02 -0.27
C -3.8480 0.6596 -3.7626 -0.02 0.16 0.20 -0.08
O -3.0471 -0.3053 -4.4372 -0.04 -0.22 -0.13 -0.01
C -2.0911 -0.7254 -3.5871 -0.28 0.30 0.29 -0.35
N -2.1515 -0.2460 -2.3987 0.23 -0.15 0.04 0.06
C -1.1821 -1.6992 -4.2417 0.11 -0.16 -0.25 -0.12
C -1.5831 -2.0718 -5.5404 -0.05 0.06 0.02 0.00
C -0.8578 -2.9454 -6.3196 0.01 0.01 0.01 -0.04
C 0.3235 -3.4759 -5.8281 0.02 -0.02 0.03 -0.04
C 0.7239 -3.1380 -4.5540 -0.03 0.01 0.00 -0.09
C -0.0108 -2.2707 -3.7339 -0.07 -0.02 0.10 -0.32
P 0.7570 -2.0900 -2.0568 -0.01 -0.40 -1.01 1.07
C 2.4009 -1.5346 -2.6901 0.04 0.30 0.21 -0.35
C 2.3699 -0.6025 -3.7332 -0.06 0.07 0.10 -0.11
C 3.5344 -0.0893 -4.2741 0.05 0.05 -0.03 -0.06
C 4.7692 -0.4997 -3.7905 -0.02 -0.01 0.01 -0.07
C 4.8168 -1.4064 -2.7459 0.05 0.02 0.01 -0.07
C 3.6460 -1.9106 -2.1946 -0.04 0.04 0.15 -0.09
C 0.8823 -3.9007 -1.7045 0.03 0.03 0.28 -0.35
C -0.2074 -4.6993 -2.0575 -0.01 0.07 0.05 -0.13
C -0.2198 -6.0571 -1.7895 0.00 -0.08 0.03 -0.05
C 0.8784 -6.6638 -1.1991 -0.02 0.03 -0.01 -0.06
C 1.9735 -5.8885 -0.8562 0.05 -0.04 0.04 -0.07
C 1.9667 -4.5209 -1.0851 0.07 0.11 0.04 -0.11
H -3.0692 2.7674 0.3492 0.01 -0.04 0.01 0.09
H -2.4401 1.1208 0.1884 -0.06 0.01 0.18 0.00
H -4.1731 1.3836 0.3499 -0.06 -0.03 0.08 0.06
H -2.6025 2.4901 -2.0231 -0.01 -0.02 0.03 0.12
H -5.5841 1.9556 -1.6006 -0.03 0.03 0.03 0.10
H -4.8633 2.9004 -2.9139 -0.04 0.02 0.03 0.08
H -4.8073 3.5044 -1.2604 -0.05 0.01 -0.03 0.09
H -4.1397 -0.1151 -1.7628 0.08 -0.01 -0.02 0.10
H -3.6152 1.6455 -4.1733 0.06 -0.05 -0.01 0.13
H -4.8960 0.4311 -3.9386 0.01 -0.01 -0.04 0.14
H -2.4951 -1.6600 -5.9374 0.01 0.00 -0.02 0.12
H -1.2114 -3.2051 -7.3081 -0.01 0.01 0.00 0.12
H 0.9198 -4.1544 -6.4235 0.01 0.00 0.01 0.12
H 1.6379 -3.5678 -4.1665 0.01 -0.02 -0.02 0.12
H 1.4203 -0.2814 -4.1419 0.05 -0.01 -0.04 0.09
H 3.4802 0.6265 -5.0845 -0.03 -0.02 0.00 0.11
H 5.6829 -0.1209 -4.2293 -0.01 0.02 0.02 0.11
H 5.7701 -1.7307 -2.3487 -0.01 -0.01 -0.01 0.11
H 3.7416 -2.5965 -1.3706 0.01 0.05 0.02 0.08
H -1.0582 -4.2620 -2.5504 -0.07 0.02 -0.03 0.04
H -1.0929 -6.6426 -2.0466 0.01 0.02 -0.05 0.12
H 0.8817 -7.7291 -1.0111 -0.01 0.00 0.01 0.11
H 2.8430 -6.3436 -0.3991 -0.01 0.01 0.01 0.11
H 2.8314 -3.9615 -0.7664 -0.07 -0.01 0.06 0.08
N 4.1701 1.4608 0.3749 0.02 0.21 -0.08 0.04
C 3.0156 1.6167 -0.2884 -0.03 0.08 -0.11 -0.13
N 2.2544 0.5737 -0.0712 -0.33 -0.30 -0.16 0.13
C 3.0052 -0.2104 0.7378 -0.01 0.59 -0.43 -0.36
N 4.1791 0.3040 1.0433 0.13 -0.29 0.10 0.14
C 2.5402 -1.4962 1.2087 -0.26 -0.95 0.28 -0.24
C 3.3700 -2.2541 2.0415 -0.02 0.37 -0.17 -0.07
N 2.9828 -3.3882 2.5910 -0.04 -0.21 0.12 0.12
C 1.7446 -3.7792 2.3164 0.17 -0.04 0.08 -0.09
C 0.9297 -3.0698 1.4534 -0.22 0.06 -0.37 -0.15
N 1.3111 -1.9342 0.8647 0.59 0.34 0.66 0.06
H 4.9752 2.0633 0.3998 0.01 0.04 0.04 0.16
H 2.7705 2.4681 -0.9039 0.01 0.02 0.01 0.14
H 4.3621 -1.8842 2.2735 0.00 -0.06 -0.03 0.12
H 1.4009 -4.6943 2.7808 -0.08 0.00 -0.03 0.12
H -0.0525 -3.4463 1.2146 0.01 0.00 -0.02 0.01
Cl -3.1605 -3.1698 -1.5882 0.22 0.06 0.03 0.25
Si -2.5232 -2.1062 0.1241 -1.14 -0.39 0.04 -0.53
Cl -2.4146 -3.6793 1.5241 0.14 0.17 -0.07 0.24
Cl -4.4359 -1.3673 0.6359 0.15 0.09 -0.14 0.25
```
Positions in Å, forces in eV/Å.